# 1
{
  "formula": "C5H8O2",
  "method": "wB97M-V/def2-TZVPD",
  "species": ["C", "C", "C", "C", "C", "O", "O", "H", "H", "H", "H", "H", "H", "H", "H"],
  "positions_angstrom": [[-0.91293, 1.28327, -0.41378], [-0.11193, 0.11139, 0.11098], [-0.95571, -0.90941, 0.85041], [0.93289, -0.46358, -0.86065], [1.90816, -0.12164, 0.24808], [3.06075, -0.31248, 0.49898], [0.98424, 0.53513, 1.00502], [-0.25619, 2.04545, -0.84473], [-1.58697, 0.92340, -1.19993], [-1.52030, 1.74404, 0.37139], [-0.33068, -1.72786, 1.22255], [-1.44184, -0.43437, 1.70910], [-1.72994, -1.32269, 0.19548], [0.86745, -1.51312, -1.14867], [1.09299, 0.16246, -1.74424]],
  "nbo_charge": [-0.630, 0.256, -0.630, -0.552, 0.796, -0.548, -0.498, 0.222, 0.219, 0.223, 0.221, 0.225, 0.217, 0.238, 0.240],
  "energy_ev": -9409.6842,
  "homo_lumo_gap_ev": 11.145,
  "homo_energy_ev": -10.4,
  "lumo_energy_ev": 0.72,
  "relative_energy_kj_mol": 14.3
}

---

# 2
{
  "formula": "C4H10O",
  "method": "wB97M-V/def2-TZVPD",
  "species": ["C", "C", "C", "H", "H", "H", "H", "H", "H", "C", "O", "H", "H", "H", "H"],
  "positions_angstrom": [[0.22824, 1.75546, 0.93017], [-0.61981, 0.84912, 1.38167], [-1.71826, 0.23104, 0.56429], [1.04291, 2.11477, 1.53439], [0.11940, 2.22941, -0.03777], [-0.61420, 0.44269, 2.37088], [-2.68875, 0.22199, 1.06219], [-1.89543, 0.69384, -0.40731], [-1.44064, -0.81533, 0.39265], [1.11317, -1.58316, -1.47346], [1.64895, -0.24014, -1.31828], [1.55103, -1.99885, -2.38544], [1.41322, -2.24844, -0.66590], [0.03517, -1.49772, -1.58198], [1.82500, -0.15468, -0.36611]],
  "nbo_charge": [-0.412, -0.171, -0.649, 0.196, 0.202, 0.192, 0.215, 0.214, 0.214, -0.257, -0.729, 0.178, 0.169, 0.170, 0.469],
  "smiles": "C=CC.CO",
  "energy_ev": -6356.2863,
  "homo_lumo_gap_ev": 10.698,
  "homo_energy_ev": -9.7,
  "lumo_energy_ev": 1.03,
  "relative_energy_kj_mol": 146.3
}

---

# 3
{
  "formula": "C96H80N16O32",
  "method": "wB97M-V/def2-TZVPD",
  "species": ["C", "C", "C", "C", "C", "C", "N", "O", "O", "H", "H", "H", "H", "H", "C", "C", "C", "C", "C", "C", "N", "O", "O", "H", "H", "H", "H", "H", "C", "C", "C", "C", "C", "C", "N", "O", "O", "H", "H", "H", "H", "H", "C", "C", "C", "C", "C", "C", "N", "O", "O", "H", "H", "H", "H", "H", "C", "C", "C", "C", "C", "C", "N", "O", "O", "H", "H", "H", "H", "H", "C", "C", "C", "C", "C", "C", "N", "O", "O", "H", "H", "H", "H", "H", "C", "C", "C", "C", "C", "C", "N", "O", "O", "H", "H", "H", "H", "H", "C", "C", "C", "C", "C", "C", "N", "O", "O", "H", "H", "H", "H", "H", "C", "C", "C", "C", "C", "C", "N", "O", "O", "H", "H", "H", "H", "H", "C", "C", "C", "C", "C", "C", "N", "O", "O", "H", "H", "H", "H", "H", "C", "C", "C", "C", "C", "C", "N", "O", "O", "H", "H", "H", "H", "H", "C", "C", "C", "C", "C", "C", "N", "O", "O", "H", "H", "H", "H", "H", "C", "C", "C", "C", "C", "C", "N", "O", "O", "H", "H", "H", "H", "H", "C", "C", "C", "C", "C", "C", "N", "O", "O", "H", "H", "H", "H", "H", "C", "C", "C", "C", "C", "C", "N", "O", "O", "H", "H", "H", "H", "H", "C", "C", "C", "C", "C", "C", "N", "O", "O", "H", "H", "H", "H", "H"],
  "positions_angstrom": [[3.94986, 5.06107, 3.42300], [3.37754, 6.21365, 2.86866], [2.79013, 6.15609, 1.63393], [2.82479, 4.93186, 1.01029], [3.45823, 3.79423, 1.45677], [4.06107, 3.89367, 2.72194], [1.92064, 4.71874, -0.18839], [1.90880, 3.66815, -0.78244], [1.15863, 5.63615, -0.44323], [4.33338, 5.10321, 4.44653], [3.37124, 7.13872, 3.51750], [2.18633, 7.00894, 1.22434], [3.38124, 2.91452, 0.88417], [4.63167, 3.10925, 3.13366], [-7.86852, -0.15933, -1.61210], [-7.18533, -1.35804, -1.88572], [-6.01038, -1.38122, -2.63276], [-5.51981, -0.13760, -2.99728], [-6.16958, 1.06757, -2.80743], [-7.35582, 1.06391, -2.09773], [-4.24412, -0.07343, -3.75249], [-3.79349, 0.99067, -4.04769], [-3.75010, -1.14046, -4.01542], [-8.75214, -0.21824, -0.94151], [-7.60705, -2.28325, -1.50018], [-5.41474, -2.26767, -2.77332], [-5.82033, 1.90834, -3.31448], [-7.90824, 1.95088, -1.92229], [-1.08274, 2.45933, -2.99501], [-0.32367, 3.34347, -3.73010], [-0.46740, 4.69810, -3.59406], [-1.34869, 5.12990, -2.63897], [-2.11585, 4.31875, -1.80405], [-1.96561, 2.94009, -2.06208], [-1.41022, 6.61964, -2.51301], [-1.10646, 7.27679, -3.50215], [-1.81414, 7.09741, -1.49975], [-1.02817, 1.40362, -3.01638], [0.37137, 2.91000, -4.44879], [-0.07515, 5.52060, -4.16168], [-2.70929, 4.83287, -1.08586], [-2.56372, 2.24178, -1.51976], [9.32552, -2.03324, 1.81015], [8.30313, -2.78053, 1.21404], [6.98359, -2.35433, 1.41140], [6.81215, -1.17965, 2.09930], [7.83208, -0.30970, 2.59065], [9.11710, -0.82032, 2.47004], [5.40836, -0.83227, 2.40848], [4.60226, -1.70586, 2.36758], [5.22839, 0.34626, 2.79704], [10.40306, -2.29332, 1.71662], [8.47809, -3.74465, 0.70977], [6.13114, -2.97805, 1.13694], [7.49056, 0.60731, 3.03650], [9.90930, -0.18768, 2.82369], [3.98538, 2.71223, -4.66019], [3.50578, 3.59664, -3.69930], [4.17308, 4.77735, -3.42457], [5.24512, 5.06863, -4.23924], [5.72603, 4.22840, -5.21039], [5.10909, 3.02639, -5.37927], [5.94697, 6.38961, -4.05154], [6.90660, 6.58338, -4.71029], [5.49586, 7.14852, -3.25127], [3.46112, 1.78811, -4.70338], [2.72788, 3.25678, -3.05519], [3.91864, 5.53711, -2.69077], [6.59452, 4.46038, -5.86341], [5.44092, 2.29085, -6.09216], [9.18720, 0.72691, -1.86152], [8.17341, 1.64243, -2.11539], [6.86583, 1.15965, -2.15300], [6.60359, -0.17397, -1.98399], [7.65056, -1.05953, -1.82329], [8.97944, -0.66736, -1.80260], [5.27448, -0.65431, -1.71931], [5.11849, -1.71435, -1.12254], [4.35085, 0.00642, -2.10800], [10.20286, 1.05486, -1.67484], [8.33872, 2.70779, -2.20424], [6.00626, 1.84486, -2.30263], [7.30763, -2.03570, -1.66719], [9.83263, -1.30430, -1.61769], [-6.16901, -5.82591, -0.30010], [-4.88653, -5.38984, -0.73142], [-3.91672, -5.00396, 0.13461], [-4.29555, -4.94972, 1.48742], [-5.54945, -5.26562, 1.98318], [-6.49524, -5.69915, 1.02371], [-3.21672, -4.67024, 2.39610], [-3.55849, -4.60263, 3.55241], [-2.10838, -4.53903, 1.97936], [-6.80841, -6.38565, -0.97081], [-4.61317, -5.49589, -1.77093], [-2.94778, -4.55044, -0.08036], [-5.79619, -5.35815, 3.02947], [-7.47276, -6.00147, 1.32957], [-4.21759, 8.40081, -5.33803], [-4.68338, 7.19099, -5.83425], [-5.06975, 6.23664, -4.90940], [-4.86769, 6.48017, -3.58869], [-4.29927, 7.66133, -3.07830], [-3.96340, 8.61739, -4.00530], [-5.15903, 5.41305, -2.59283], [-5.48943, 4.27311, -2.95880], [-5.10222, 5.67501, -1.41853], [-3.89803, 9.17213, -6.01610], [-4.69785, 6.94786, -6.85684], [-5.44753, 5.29159, -5.23020], [-4.16063, 7.83420, -2.03531], [-3.43663, 9.51666, -3.62993], [0.12735, -6.67078, 0.21399], [0.21911, -7.11555, 1.51592], [0.83602, -8.32073, 1.79464], [1.41226, -8.97103, 0.73489], [1.32157, -8.54558, -0.57776], [0.67453, -7.33017, -0.81244], [2.14510, -10.18543, 1.03874], [2.13586, -10.68798, 2.12272], [2.73255, -10.71058, 0.08266], [-0.49453, -5.76807, -0.04474], [-0.29248, -6.61705, 2.27507], [1.00800, -8.67949, 2.76738], [1.77495, -9.11694, -1.40660], [0.55313, -6.92642, -1.80759], [-4.97677, 2.20544, 0.44111], [-4.44447, 3.07802, 1.41678], [-3.68635, 2.58018, 2.50843], [-3.55680, 1.22047, 2.59938], [-3.95896, 0.36762, 1.59733], [-4.70023, 0.84644, 0.50030], [-2.72916, 0.58725, 3.61857], [-2.74106, -0.63515, 3.76766], [-2.22088, 1.31710, 4.41169], [-5.56973, 2.50717, -0.39600], [-4.67348, 4.12549, 1.30633], [-3.34903, 3.25768, 3.29952], [-3.83158, -0.65374, 1.73605], [-5.06781, 0.09700, -0.18663], [-0.24322, 3.16779, 2.22476], [0.20361, 3.59944, 3.45116], [0.10321, 4.93429, 3.76086], [-0.53527, 5.77376, 2.89318], [-1.08127, 5.30301, 1.70641], [-0.93730, 3.99568, 1.34574], [-0.49128, 7.19077, 3.24909], [-1.41651, 7.87222, 2.82766], [0.38734, 7.62002, 3.95383], [-0.10395, 2.15102, 1.98146], [0.53754, 2.87752, 4.18598], [0.57026, 5.35782, 4.64209], [-1.62507, 6.08290, 1.17293], [-1.40686, 3.66943, 0.45789], [0.56311, -0.65082, -5.25424], [1.43566, -0.89096, -4.17267], [1.08155, -1.75835, -3.16242], [-0.17570, -2.35872, -3.28049], [-1.02844, -2.11285, -4.32313], [-0.65355, -1.25362, -5.33122], [-0.55704, -3.32771, -2.24280], [-1.51409, -4.05362, -2.38338], [0.21486, -3.44152, -1.26015], [0.92172, -0.04674, -6.06261], [2.43770, -0.45700, -4.18658], [1.67531, -1.96090, -2.27554], [-1.99045, -2.58862, -4.35460], [-1.27721, -1.11687, -6.18060], [2.96660, -4.77347, -1.30089], [2.94735, -4.18280, -0.04384], [3.65957, -4.72625, 1.03733], [4.40779, -5.86588, 0.78995], [4.51986, -6.48134, -0.44335], [3.76452, -5.97989, -1.46377], [5.10729, -6.43955, 1.96771], [5.55615, -7.58459, 1.87859], [5.11290, -5.82372, 3.05546], [2.44223, -4.35915, -2.12598], [2.45995, -3.21002, 0.15582], [3.67321, -4.26948, 2.02086], [5.12267, -7.36133, -0.58046], [3.82228, -6.51699, -2.41158], [1.67250, -0.43164, 1.79772], [1.33327, 0.32276, 0.67764], [0.17873, 0.07731, -0.03319], [-0.58850, -0.97099, 0.42661], [-0.30348, -1.74585, 1.55217], [0.85468, -1.45658, 2.19969], [-1.87479, -1.27954, -0.26886], [-2.17990, -0.69050, -1.29898], [-2.62484, -2.15165, 0.13516], [2.47848, -0.10855, 2.42820], [1.91408, 1.11910, 0.26120], [-0.05120, 0.71278, -0.85673], [-1.01465, -2.52481, 1.74239], [1.14408, -2.09936, 3.03716], [0.63569, -3.31335, 5.38711], [1.99363, -3.01460, 5.45946], [2.38774, -1.68008, 5.62594], [1.41209, -0.70598, 5.70773], [0.04917, -0.93872, 5.59879], [-0.27878, -2.27467, 5.37775], [1.86519, 0.69922, 5.94957], [1.06152, 1.54560, 6.29784], [3.04820, 0.87503, 5.79434], [0.31337, -4.29664, 5.12712], [2.73304, -3.72760, 5.25548], [3.49180, -1.39670, 5.60333], [-0.65669, -0.09550, 5.74673], [-1.32983, -2.57155, 5.21698], [-6.13342, -1.88884, 3.37991], [-7.02734, -1.96857, 4.43269], [-8.37275, -2.42243, 4.18853], [-8.70927, -2.65356, 2.91025], [-7.83795, -2.62382, 1.84765], [-6.59432, -2.13858, 2.07262], [-10.14481, -3.17935, 2.70616], [-10.98320, -3.02252, 3.56987], [-10.37603, -3.66868, 1.61667], [-5.09111, -1.60291, 3.40494], [-6.64592, -1.78410, 5.39327], [-9.12207, -2.44188, 4.92886], [-8.20418, -2.92030, 0.86249], [-5.86733, -2.02718, 1.29241]],
  "mulliken_charge": [-0.657, -0.514, -0.334, -0.112, -0.361, -0.854, 1.246, -0.336, -0.668, 0.402, 0.275, 0.456, 0.726, 0.705, -0.626, -0.284, -0.664, 0.393, -1.105, -0.250, 1.093, -0.685, -0.568, 0.359, 0.480, 0.508, 0.917, 0.461, -0.336, -0.882, -0.791, 0.081, -1.010, -0.060, 1.318, -0.692, -0.577, 0.349, 0.455, 0.784, 1.027, 0.533, -0.408, -0.577, 0.098, -0.049, -0.736, -0.525, 0.997, -0.319, -0.521, 0.351, 0.440, 0.284, 0.575, 0.426, -0.656, 0.005, -0.910, 0.001, -0.549, -0.381, 1.082, -0.632, -0.639, 0.541, 0.535, 0.722, 0.421, 0.441, -0.352, -0.785, 0.104, -0.096, -0.234, -0.883, 0.843, -0.551, -0.298, 0.370, 0.485, 0.344, 0.602, 0.444, -1.148, -0.584, 0.222, 0.335, -0.637, -0.282, 1.218, -0.690, -0.404, 0.475, 0.527, -0.026, 0.517, 0.504, -0.374, -0.642, -0.354, 0.125, -0.382, -0.523, 1.159, -0.613, -0.618, 0.353, 0.459, 0.480, 0.568, 0.360, 0.011, -0.647, -0.482, -0.090, -0.403, -0.479, 1.026, -0.622, -0.628, 0.095, 0.734, 0.557, 0.429, 0.498, -0.332, -0.698, -0.556, -1.070, -0.284, 0.616, 1.434, -0.567, -0.705, 0.209, 0.492, 0.516, 0.838, 0.103, 0.462, -0.847, -0.744, -0.043, -0.121, 0.759, 1.091, -0.636, -0.628, -0.123, 0.378, 0.458, 0.489, -0.592, -0.695, -0.818, -0.239, 0.498, -1.054, -0.443, 1.016, -0.695, -0.305, 0.514, 0.304, 0.827, 0.510, 0.469, -0.770, 1.242, -0.443, -0.442, -0.896, -0.805, 1.043, -0.626, -0.618, 0.585, 0.096, 0.720, 0.550, 0.425, 0.105, -1.134, -0.470, 0.701, -0.135, -0.733, 0.792, -0.454, -0.046, 0.748, -0.189, 0.414, 0.021, 0.298, -0.864, -0.312, -0.432, 0.393, -0.768, -0.060, 1.161, -0.661, -0.637, 0.458, 0.524, 0.272, 0.658, 0.270, -0.590, -0.944, -0.719, 0.014, -0.368, -0.134, 0.984, -0.607, -0.604, 0.708, 0.551, 0.556, 0.672, 0.483],
  "energy_ev": -190166.4614,
  "homo_lumo_gap_ev": 8.584,
  "homo_energy_ev": -9.7,
  "lumo_energy_ev": -1.07,
  "relative_energy_kj_mol": 52.5
}